No. 1
{"formula": "C24H57GeNO6RuSSi", "method": "ωB97M-V/def2-TZVPD", "symbols": ["Ru", "C", "C", "C", "C", "O", "Ge", "O", "C", "C", "C", "C", "O", "C", "C", "C", "C", "H", "H", "H", "H", "H", "H", "H", "H", "H", "H", "H", "H", "H", "H", "H", "H", "H", "H", "H", "H", "H", "H", "H", "H", "H", "H", "H", "N", "H", "H", "H", "C", "C", "C", "C", "O", "Si", "S", "O", "C", "C", "C", "C", "O", "C", "C", "C", "C", "H", "H", "H", "H", "H", "H", "H", "H", "H", "H", "H", "H", "H", "H", "H", "H", "H", "H", "H", "H", "H", "H", "H", "H", "H", "H", "H"], "positions_angstrom": [[-0.075, 3.673, -0.016], [1.042, 3.037, -3.082], [1.688, 2.041, -2.140], [3.193, 2.243, -2.072], [1.335, 0.621, -2.562], [1.173, 2.257, -0.784], [1.006, 0.926, 0.607], [-1.641, 2.291, -0.200], [-3.030, 2.689, 0.166], [-3.345, 2.191, 1.568], [-3.016, 4.204, 0.138], [-3.964, 2.122, -0.883], [0.411, 2.494, 1.582], [1.265, 3.346, 2.390], [2.077, 4.189, 1.402], [2.161, 2.503, 3.278], [0.344, 4.213, 3.234], [1.429, 2.887, -4.090], [1.282, 4.058, -2.790], [-0.042, 2.907, -3.108], [3.646, 2.089, -3.052], [3.647, 1.539, -1.373], [3.431, 3.257, -1.744], [1.714, 0.427, -3.566], [0.255, 0.474, -2.557], [1.791, -0.112, -1.890], [-2.526, 2.430, 2.249], [-3.510, 1.116, 1.590], [-4.252, 2.680, 1.925], [-2.359, 4.615, 0.922], [-4.016, 4.583, 0.348], [-2.727, 4.576, -0.843], [-3.900, 1.033, -0.905], [-3.720, 2.506, -1.874], [-4.994, 2.392, -0.647], [2.700, 3.575, 0.755], [2.708, 4.910, 1.922], [1.431, 4.842, 0.748], [2.815, 1.852, 2.694], [1.558, 1.885, 3.944], [2.796, 3.145, 3.890], [-0.393, 4.735, 2.616], [0.917, 4.967, 3.774], [-0.197, 3.604, 3.957], [-0.398, 5.455, -1.370], [-1.012, 5.308, -2.167], [0.470, 5.817, -1.753], [-0.814, 6.211, -0.830], [2.567, -5.214, -0.541], [2.807, -3.719, -0.596], [2.821, -3.189, -2.016], [4.037, -3.303, 0.181], [1.670, -3.073, 0.129], [0.115, -3.045, -0.040], [-1.242, 0.627, 0.057], [-0.507, -3.385, -1.429], [-1.850, -3.579, -2.061], [-1.640, -3.215, -3.515], [-2.845, -2.661, -1.380], [-2.188, -5.043, -1.871], [-0.796, -2.638, 1.166], [-0.726, -2.671, 2.665], [-1.621, -1.540, 3.125], [0.711, -2.477, 3.104], [-1.271, -4.027, 3.064], [3.398, -5.738, -1.012], [1.656, -5.488, -1.080], [2.493, -5.557, 0.492], [3.641, -3.653, -2.564], [2.978, -2.109, -2.024], [1.892, -3.420, -2.537], [4.927, -3.695, -0.311], [4.006, -3.694, 1.198], [4.115, -2.217, 0.223], [-1.336, -2.173, -3.614], [-2.574, -3.355, -4.060], [-0.880, -3.851, -3.968], [-2.511, -1.623, -1.426], [-2.999, -2.940, -0.337], [-3.803, -2.734, -1.895], [-1.446, -5.681, -2.351], [-3.160, -5.251, -2.320], [-2.248, -5.297, -0.811], [-1.227, -0.572, 2.814], [-1.685, -1.561, 4.213], [-2.625, -1.653, 2.717], [1.120, -1.543, 2.715], [1.348, -3.300, 2.778], [0.742, -2.439, 4.193], [-2.297, -4.152, 2.717], [-1.262, -4.117, 4.150], [-0.657, -4.834, 2.658]], "charge": 2, "molar_mass_g_mol": 689.55, "homo_lumo_gap_ev": [8.16, 8.16]}

No. 2
{"formula": "C24H57MgN10OSi", "method": "ωB97M-V/def2-TZVPD", "symbols": ["Mg", "C", "N", "C", "C", "N", "C", "C", "N", "C", "C", "N", "C", "N", "C", "C", "N", "C", "C", "C", "C", "N", "C", "N", "C", "C", "N", "C", "C", "N", "C", "C", "H", "H", "H", "H", "H", "H", "H", "H", "H", "H", "H", "H", "H", "H", "H", "H", "H", "H", "H", "H", "H", "H", "H", "H", "H", "H", "H", "H", "H", "H", "H", "H", "H", "H", "H", "H", "H", "H", "H", "H", "H", "H", "H", "H", "H", "H", "H", "H", "C", "Si", "C", "C", "O", "H", "H", "H", "H", "H", "H", "H", "H", "H"], "positions_angstrom": [[-0.453, 0.146, 0.035], [-1.166, 4.609, 1.614], [-1.743, 3.724, 2.636], [-2.282, 4.349, 3.880], [-1.687, 2.346, 2.484], [-1.793, 1.771, 1.293], [-2.672, 2.336, 0.277], [-3.507, 1.213, -0.322], [-2.615, 0.031, -0.621], [-3.064, -1.069, 0.316], [-2.059, -2.212, 0.366], [-0.753, -1.796, 0.706], [0.312, -2.642, 0.755], [1.392, -2.231, 1.519], [2.785, -2.545, 1.236], [1.179, -1.434, 2.692], [0.260, -3.874, 0.166], [0.049, -4.002, -1.313], [1.086, -4.980, 0.698], [-2.719, -0.357, -2.072], [-1.526, 0.202, -2.868], [-0.251, -0.411, -2.443], [0.513, -1.000, -3.334], [0.069, -1.772, -4.412], [-1.283, -2.256, -4.609], [0.999, -2.055, -5.547], [1.910, -0.805, -3.249], [2.848, -1.901, -2.948], [2.325, 0.482, -2.701], [-1.471, 1.573, 3.600], [-0.528, 1.893, 4.648], [-2.159, 0.342, 3.856], [-0.588, 5.449, 2.064], [-2.028, 5.094, 1.078], [-0.562, 4.067, 0.877], [-3.180, 4.912, 3.582], [-1.469, 4.988, 4.347], [-2.548, 3.532, 4.556], [-2.027, 2.739, -0.513], [-3.396, 3.041, 0.689], [-3.887, 1.655, -1.231], [-4.336, 0.882, 0.279], [-4.016, -1.526, 0.081], [-3.201, -0.607, 1.312], [-2.197, -2.660, -0.682], [-2.478, -2.957, 1.060], [2.872, -2.932, 0.215], [3.247, -3.309, 1.927], [3.313, -1.595, 1.405], [0.106, -1.358, 2.859], [1.555, -0.389, 2.547], [1.587, -1.899, 3.588], [-0.376, -3.106, -1.691], [-0.684, -4.796, -1.470], [0.974, -4.181, -1.882], [1.246, -4.826, 1.799], [2.029, -4.979, 0.097], [0.551, -5.917, 0.548], [-3.630, 0.032, -2.511], [-2.716, -1.469, -2.112], [-1.489, 1.285, -2.674], [-1.678, 0.091, -3.956], [-1.887, -2.243, -3.715], [-1.280, -3.307, -4.951], [-1.807, -1.673, -5.402], [1.890, -1.439, -5.463], [0.512, -1.815, -6.508], [1.175, -3.110, -5.511], [2.478, -2.854, -3.396], [3.023, -2.100, -1.849], [3.793, -1.714, -3.465], [1.685, 1.338, -3.000], [3.345, 0.746, -3.080], [2.336, 0.518, -1.608], [-0.006, 2.820, 4.322], [0.260, 1.056, 4.664], [-1.030, 1.988, 5.630], [-2.053, -0.235, 2.950], [-3.227, 0.491, 4.137], [-1.623, -0.157, 4.639], [2.472, 3.366, -0.869], [2.415, 2.168, 0.610], [2.197, 3.140, 2.196], [4.102, 1.185, 0.710], [1.117, 1.227, 0.382], [3.024, 2.959, -1.781], [2.900, 4.357, -0.602], [1.438, 3.506, -1.214], [2.496, 4.192, 2.019], [2.794, 2.709, 3.012], [1.168, 3.148, 2.526], [4.936, 1.615, 0.160], [3.999, 0.213, 0.143], [4.369, 0.967, 1.786]], "e_above_lowest_kj_mol": 0.0, "charge": 1, "molar_mass_g_mol": 554.18, "homo_lumo_gap_ev": 9.01}

No. 3
{"formula": "C24H57N2O7SSi3Sn", "method": "ωB97M-V/def2-TZVPD", "symbols": ["Sn", "C", "C", "O", "C", "C", "O", "C", "C", "O", "C", "C", "O", "C", "C", "O", "C", "C", "O", "H", "H", "H", "H", "H", "H", "H", "H", "H", "H", "H", "H", "H", "H", "H", "H", "H", "H", "H", "H", "H", "H", "H", "H", "C", "O", "Si", "C", "C", "C", "Si", "C", "C", "C", "Si", "C", "C", "C", "H", "H", "H", "H", "H", "H", "H", "H", "H", "H", "H", "H", "H", "H", "H", "H", "H", "H", "H", "H", "H", "H", "H", "H", "H", "H", "H", "C", "N", "C", "N", "S", "H", "H", "H", "H", "H", "H"], "positions_angstrom": [[0.148, 0.232, -0.196], [1.433, -3.341, -0.269], [2.804, -2.728, 0.016], [2.959, -1.418, -0.472], [3.108, -1.310, -1.870], [3.472, 0.135, -2.183], [2.390, 0.971, -1.817], [2.749, 2.310, -1.563], [3.321, 2.476, -0.153], [2.330, 2.109, 0.779], [2.849, 1.729, 2.033], [1.717, 1.652, 3.050], [0.769, 0.718, 2.596], [-0.133, 0.241, 3.573], [-1.450, -0.074, 2.858], [-1.280, -0.914, 1.748], [-1.021, -2.265, 2.071], [-0.727, -3.001, 0.774], [0.438, -2.445, 0.193], [1.377, -4.301, 0.256], [1.300, -3.516, -1.342], [3.581, -3.390, -0.387], [2.921, -2.643, 1.097], [2.176, -1.566, -2.389], [3.913, -1.973, -2.219], [3.674, 0.245, -3.259], [4.370, 0.408, -1.615], [1.824, 2.880, -1.644], [3.469, 2.667, -2.308], [3.629, 3.518, 0.004], [4.198, 1.831, -0.030], [3.592, 2.465, 2.372], [3.325, 0.739, 1.952], [1.249, 2.640, 3.162], [2.142, 1.336, 4.014], [-0.324, 0.992, 4.349], [0.291, -0.656, 4.045], [-1.853, 0.857, 2.453], [-2.166, -0.510, 3.563], [-1.901, -2.709, 2.557], [-0.152, -2.354, 2.732], [-1.566, -2.857, 0.086], [-0.586, -4.065, 0.985], [-0.350, 3.824, 0.317], [-0.648, 2.614, -0.328], [-2.015, 2.440, -1.347], [-1.751, 3.619, -2.828], [-3.396, 3.325, -0.361], [-1.938, 0.544, -1.548], [-1.412, -0.059, -3.310], [-0.864, -1.899, -3.179], [-2.734, 0.003, -4.696], [0.161, 0.802, -4.011], [-3.684, -0.171, -1.129], [-3.949, -2.019, -1.564], [-4.157, -0.045, 0.722], [-5.093, 0.738, -2.069], [-0.402, 4.654, -0.391], [0.656, 3.757, 0.726], [-1.056, 4.009, 1.130], [-1.524, 4.623, -2.476], [-2.651, 3.692, -3.429], [-0.947, 3.316, -3.486], [-3.222, 4.398, -0.355], [-3.438, 2.998, 0.671], [-4.375, 3.167, -0.793], [-1.679, -2.555, -2.907], [-0.095, -1.998, -2.413], [-0.455, -2.260, -4.118], [-3.620, -0.561, -4.428], [-2.339, -0.428, -5.613], [-3.046, 1.017, -4.922], [0.998, 0.112, -4.045], [0.464, 1.636, -3.390], [0.007, 1.168, -5.020], [-3.207, -2.670, -1.114], [-3.932, -2.181, -2.637], [-4.922, -2.344, -1.204], [-3.713, -0.843, 1.304], [-5.234, -0.113, 0.842], [-3.842, 0.897, 1.154], [-4.734, 1.220, -2.972], [-5.557, 1.501, -1.451], [-5.879, 0.047, -2.357], [4.608, -2.236, 3.592], [3.602, -1.926, 4.574], [2.402, -2.527, 4.623], [1.560, -2.138, 5.621], [1.892, -3.607, 3.478], [5.590, -2.286, 4.063], [4.633, -1.480, 2.801], [4.365, -3.204, 3.151], [3.853, -1.269, 5.298], [1.942, -1.684, 6.437], [0.763, -2.735, 5.785]], "charge": 1, "molar_mass_g_mol": 720.76, "homo_lumo_gap_ev": 8.11}

No. 4
{"formula": "C24H58P2Si4Ti", "method": "ωB97M-V/def2-TZVPD", "symbols": ["P", "P", "C", "C", "H", "H", "H", "H", "C", "H", "H", "H", "C", "H", "H", "H", "C", "H", "H", "H", "C", "H", "H", "H", "Ti", "C", "C", "C", "C", "C", "C", "C", "C", "C", "H", "H", "H", "H", "H", "H", "H", "H", "H", "H", "H", "H", "H", "H", "H", "C", "Si", "C", "C", "Si", "Si", "C", "C", "C", "Si", "C", "C", "C", "H", "H", "H", "H", "H", "H", "H", "H", "H", "H", "H", "H", "H", "H", "H", "H", "H", "H", "H", "H", "H", "H", "H", "H", "H", "H", "H"], "positions_angstrom": [[-0.377, -1.702, -4.796], [0.254, 2.327, -4.940], [-0.501, -0.375, -6.050], [0.432, 0.903, -6.083], [-1.561, -0.077, -6.154], [-0.300, -0.910, -6.999], [1.495, 0.585, -6.103], [0.224, 1.366, -7.073], [-1.191, 3.227, -5.662], [-1.450, 4.011, -4.932], [-2.004, 2.494, -5.777], [-0.914, 3.681, -6.625], [1.673, 3.418, -5.287], [1.483, 3.915, -6.244], [2.604, 2.835, -5.341], [1.733, 4.170, -4.496], [-1.616, -2.892, -5.388], [-1.677, -3.743, -4.703], [-1.297, -3.247, -6.373], [-2.595, -2.405, -5.462], [1.215, -2.499, -5.107], [2.031, -1.774, -5.226], [1.107, -3.061, -6.045], [1.476, -3.216, -4.321], [0.752, -0.647, 0.049], [-0.151, 2.453, -3.204], [-1.644, 2.231, -3.137], [-2.010, 0.844, -3.503], [-1.787, -0.325, -2.487], [-0.783, -1.441, -3.032], [0.622, -1.229, -2.404], [1.128, 0.116, -2.898], [0.705, 1.441, -2.205], [1.631, -2.235, 1.121], [0.193, 3.465, -2.927], [-2.216, 2.768, -2.402], [-1.248, 0.629, -4.271], [-2.950, 0.702, -4.129], [-1.521, 0.121, -1.473], [-2.760, -0.876, -2.314], [-1.214, -2.401, -2.690], [1.347, -2.052, -2.629], [0.707, 0.202, -3.934], [2.240, 0.126, -3.079], [0.138, 1.368, -1.198], [1.659, 1.997, -2.006], [2.557, -1.982, 1.688], [1.797, -2.949, 0.286], [0.802, -2.612, 1.771], [3.206, 1.423, 1.382], [1.732, 2.535, 1.791], [1.933, 3.103, 3.590], [1.781, 4.055, 0.667], [-0.280, 1.324, 1.482], [-0.739, 0.401, 3.578], [-0.935, 1.567, 5.050], [-2.341, -0.552, 3.291], [0.698, -0.737, 4.010], [-2.096, 2.841, 1.190], [-2.760, 3.553, 2.807], [-1.656, 4.296, 0.069], [-3.450, 1.807, 0.375], [4.126, 1.900, 1.763], [3.329, 1.301, 0.296], [3.126, 0.428, 1.843], [2.853, 3.705, 3.679], [1.101, 3.736, 3.929], [2.031, 2.263, 4.291], [1.488, 3.821, -0.363], [1.130, 4.864, 1.025], [2.806, 4.455, 0.626], [-1.820, 2.211, 4.977], [-1.054, 0.947, 5.953], [-0.055, 2.205, 5.210], [-2.232, -1.291, 2.488], [-2.601, -1.097, 4.212], [-3.186, 0.102, 3.043], [0.815, -1.569, 3.314], [1.660, -0.209, 4.038], [0.519, -1.181, 5.000], [-1.965, 3.987, 3.428], [-3.474, 4.360, 2.578], [-3.297, 2.808, 3.407], [-1.037, 4.010, -0.792], [-2.577, 4.751, -0.329], [-1.117, 5.080, 0.619], [-3.220, 1.593, -0.675], [-3.607, 0.848, 0.883], [-4.405, 2.354, 0.393]], "e_above_lowest_kj_mol": 448.0, "multiplicity": 3, "s2": 2.008, "molar_mass_g_mol": 568.89, "homo_lumo_gap_ev": [4.83, 4.88]}

No. 5
{"formula": "C24H59Cl3NO23P5S", "method": "ωB97M-V/def2-TZVPD", "symbols": ["C", "C", "N", "C", "Cl", "C", "C", "O", "S", "O", "O", "C", "C", "Cl", "C", "C", "Cl", "H", "H", "H", "H", "H", "H", "H", "H", "H", "H", "H", "H", "H", "H", "C", "O", "P", "O", "O", "C", "O", "C", "H", "H", "H", "H", "H", "H", "H", "H", "H", "C", "O", "P", "O", "O", "C", "O", "C", "H", "H", "H", "H", "H", "H", "H", "H", "H", "C", "O", "P", "O", "O", "C", "O", "C", "H", "H", "H", "H", "H", "H", "H", "H", "H", "C", "O", "P", "O", "O", "C", "O", "C", "H", "H", "H", "H", "H", "H", "H", "H", "H", "C", "O", "P", "O", "O", "C", "O", "C", "H", "H", "H", "H", "H", "H", "H", "H", "H"], "positions_angstrom": [[2.467, -0.732, -0.894], [1.219, -0.026, -1.565], [1.039, 1.403, -1.231], [0.795, 1.696, 0.168], [2.372, 1.921, 1.121], [-0.143, 0.619, 0.928], [-1.655, 0.608, 0.410], [-1.934, 1.447, -0.729], [-1.655, 3.066, -0.360], [-2.692, 3.386, 0.698], [-1.883, 3.988, -1.491], [0.003, 3.091, 0.427], [0.856, 4.381, 0.279], [1.266, 5.298, 1.814], [1.375, 4.964, -0.866], [2.270, 6.274, -0.810], [1.049, 4.253, -2.473], [2.732, -1.701, -1.422], [2.365, -0.854, 0.218], [3.353, -0.034, -1.052], [1.418, -0.061, -2.687], [0.282, -0.668, -1.436], [0.317, 1.751, -1.862], [0.338, -0.405, 0.965], [-0.185, 0.950, 2.018], [-2.341, 0.798, 1.292], [-1.887, -0.456, 0.082], [-0.232, 3.012, 1.539], [2.847, 6.381, -1.782], [1.638, 7.193, -0.656], [3.062, 6.196, -0.001], [-3.227, 8.980, 3.002], [-3.911, 7.739, 2.854], [-5.273, 7.734, 2.004], [-5.565, 8.988, 1.278], [-6.381, 7.278, 3.055], [-6.636, 8.144, 4.152], [-5.133, 6.435, 1.095], [-3.995, 6.361, 0.240], [-3.761, 9.622, 3.705], [-2.230, 8.777, 3.393], [-3.124, 9.487, 2.041], [-6.644, 9.190, 3.835], [-5.874, 7.996, 4.920], [-7.611, 7.895, 4.570], [-3.147, 5.964, 0.800], [-3.742, 7.343, -0.167], [-4.220, 5.683, -0.582], [-3.994, -1.174, -2.558], [-3.792, -1.834, -3.806], [-2.497, -2.765, -3.941], [-1.763, -3.008, -2.680], [-1.652, -2.072, -5.099], [-1.157, -0.767, -4.840], [-3.051, -4.067, -4.672], [-4.113, -4.766, -4.033], [-3.283, -0.351, -2.453], [-5.007, -0.774, -2.537], [-3.882, -1.871, -1.726], [-0.784, -0.682, -3.816], [-1.951, -0.035, -5.005], [-0.339, -0.560, -5.530], [-5.065, -4.305, -4.304], [-3.997, -4.756, -2.947], [-4.108, -5.798, -4.381], [8.513, -1.251, 3.067], [7.986, -0.399, 2.051], [6.929, -1.028, 1.022], [6.445, -2.382, 1.368], [7.648, -0.901, -0.394], [8.842, -1.648, -0.592], [5.805, 0.094, 0.921], [5.168, 0.486, 2.132], [9.231, -1.951, 2.634], [9.022, -0.631, 3.805], [7.715, -1.801, 3.568], [8.758, -2.648, -0.160], [9.683, -1.119, -0.138], [9.019, -1.740, -1.662], [5.772, 1.248, 2.630], [5.028, -0.366, 2.801], [4.193, 0.909, 1.888], [-8.801, -0.416, -0.955], [-8.832, -0.873, 0.396], [-7.577, -1.719, 0.928], [-6.412, -1.755, 0.018], [-8.199, -3.138, 1.298], [-8.740, -3.912, 0.237], [-7.301, -1.096, 2.367], [-7.040, 0.303, 2.429], [-8.973, -1.251, -1.638], [-9.594, 0.320, -1.087], [-7.846, 0.060, -1.185], [-8.108, -3.858, -0.653], [-9.744, -3.555, -0.002], [-8.803, -4.950, 0.562], [-7.985, 0.848, 2.462], [-6.454, 0.636, 1.570], [-6.481, 0.511, 3.340], [7.675, -5.536, 0.873], [7.120, -6.849, 0.786], [7.332, -7.658, -0.582], [8.274, -7.040, -1.540], [5.854, -7.888, -1.128], [5.107, -6.735, -1.496], [7.726, -9.120, -0.085], [8.866, -9.233, 0.758], [7.085, -4.840, 0.275], [7.648, -5.219, 1.915], [8.714, -5.530, 0.536], [5.732, -6.013, -2.027], [4.685, -6.271, -0.602], [4.293, -7.044, -2.150], [8.572, -9.045, 1.793], [9.646, -8.527, 0.465], [9.256, -10.246, 0.680]], "e_above_lowest_kj_mol": 274.4, "molar_mass_g_mol": 1023.02, "smiles": "CCN[C@]1(Cl)CCOS(=O)(=O)[C@@H]1/C(Cl)=C(/C)Cl.COP(=O)(OC)OC.COP(=O)(OC)OC.COP(=O)(OC)OC.COP(=O)(OC)OC.COP(=O)(OC)OC", "homo_lumo_gap_ev": 9.78}